i:
The following is a quantum chemistry calculation of C3H5N3O in the gas phase, from OMol25.

Its SMILES is [H]/N=C/N(C=O)N=C. The value obtained for the orbital gap is 0.359 Ha.

Each line ends with the Mulliken charge.
Positions of all 12 atoms, in Å:
1 H -1.2838 2.7205 -0.4610  0.25
2 N -1.3500 1.7848 0.1188  -0.57
3 C -0.4039 0.8905 -0.0854  -0.03
4 N -0.3274 -0.3375 0.4662  0.04
5 C -1.5234 -1.3272 -0.1057  0.16
6 O -2.7365 -0.9754 0.1244  -0.41
7 N 0.9719 -0.9949 -0.1130  -0.37
8 C 2.0586 -0.3468 0.0901  -0.32
9 H 0.6031 1.0389 -0.5728  0.36
10 H -1.1933 -2.4653 -0.2176  0.33
11 H 1.9322 0.5945 0.7318  0.32
12 H 3.2526 -0.5822 0.0242  0.24

ii:
The following is a quantum chemistry calculation of C3H5N3O in the gas phase, from OMol25.

Its SMILES is [H]/N=C1\CN(O)C=N1. The value obtained for the orbital gap is 0.353 Ha.

Each line ends with the Mulliken charge.
Positions of all 12 atoms, in Å:
1 H -2.7269 -1.0621 0.0216  0.24
2 N -2.4907 -0.0901 -0.1537  -0.64
3 C -1.2136 0.0897 0.0125  0.44
4 C -0.0445 -0.8148 -0.0559  -0.36
5 N 0.9754 0.1658 -0.3630  -0.07
6 O 2.4009 -0.1246 -0.1065  -0.37
7 C 0.4484 1.4500 -0.0691  -0.05
8 N -0.7934 1.4709 -0.0368  -0.55
9 H -0.0786 -1.5056 -0.9037  0.23
10 H 0.1803 -1.3495 0.8391  0.27
11 H 2.2609 -0.4622 0.8084  0.36
12 H 1.0818 2.2326 0.0071  0.51

Ranked by calculated energy, most stable first: ii, i.

i:
The following is a quantum chemistry calculation of C3H5N3O in the gas phase, from OMol25.

Its SMILES is Cc1nn[nH]c1O. The value obtained for the orbital gap is 0.320 Ha.

Each line ends with the Mulliken charge.
Positions of all 12 atoms, in Å:
1 C -1.5764 1.5342 0.4039  -0.94
2 C -0.2826 0.6620 0.4168  0.32
3 N 0.8712 0.5228 1.0714  -0.12
4 N 1.5994 -0.4928 0.9231  -0.62
5 N 0.9086 -1.2256 -0.1086  -0.04
6 C -0.0389 -0.3143 -0.5793  0.51
7 O -0.8710 -0.6172 -1.5858  -0.56
8 H -1.5883 2.6028 0.9856  0.27
9 H -2.2885 0.8064 0.8954  0.25
10 H -1.9593 1.9355 -0.5855  0.29
11 H 1.1327 -2.1029 -0.8168  0.28
12 H -0.5957 -1.2262 -2.4410  0.36

ii:
The following is a quantum chemistry calculation of C3H5N3O in the gas phase, from OMol25.

Its SMILES is Nc1conc1N. The value obtained for the orbital gap is 0.349 Ha.

Each line ends with the Mulliken charge.
Positions of all 12 atoms, in Å:
1 N 1.1941 -0.1660 1.2851  -0.57
2 C 0.2128 -0.4572 0.3236  0.62
3 C -0.3415 -1.6341 -0.0524  -0.50
4 O -1.1780 -1.4569 -1.0922  -0.16
5 N -1.1985 -0.1245 -1.4254  -0.49
6 C -0.3862 0.4711 -0.5902  0.18
7 N -0.2685 1.8561 -0.5765  -0.53
8 H 0.9645 0.6564 1.8315  0.25
9 H 1.3483 -0.9460 1.9135  0.25
10 H -0.2483 -2.6461 0.3133  0.41
11 H 0.6867 2.1910 -0.5792  0.25
12 H -0.7853 2.2563 -1.3512  0.28

Ranked by calculated energy, most stable first: ii, i.

i:
The following is a quantum chemistry calculation of 2 unconnected molecules or ions with the total composition C3H5N3O, from OMol25.

The value obtained for the orbital gap is 0.356 Ha.

Each line ends with the Mulliken charge.
Positions of all 12 atoms, in Å:
1 O -1.9185 0.2078 -1.0091  -0.51
2 C -1.7328 0.2386 0.3790  -0.37
3 C -0.3229 0.4485 0.7877  0.22
4 N 0.7178 0.9451 0.5440  0.33
5 N 1.9251 0.9057 0.1622  -0.78
6 C 1.5916 -1.4166 -0.5187  0.23
7 N 0.4608 -1.6528 -0.4029  -0.57
8 H -1.4100 -0.5473 -1.3395  0.38
9 H -2.1113 -0.6668 0.8687  0.27
10 H -2.2888 1.0929 0.7721  0.31
11 H 2.4456 1.7368 0.4239  0.19
12 H 2.6434 -1.2919 -0.6675  0.29

ii:
The following is a quantum chemistry calculation of C3H5N3O in the gas phase, from OMol25.

Its SMILES is Nc1nc(O)c[nH]1. The value obtained for the orbital gap is 0.326 Ha.

Each line ends with the Mulliken charge.
Positions of all 12 atoms, in Å:
1 N -1.9900 -0.5641 0.7458  -0.53
2 C -0.7243 -0.2146 0.2827  0.32
3 N 0.3410 -0.9666 0.2029  -0.65
4 C 1.3072 -0.1231 -0.3119  0.58
5 O 2.5559 -0.5846 -0.5310  -0.51
6 C 0.8249 1.1207 -0.5579  -0.55
7 N -0.5281 1.0592 -0.1685  -0.19
8 H -1.9876 -1.4848 1.1618  0.28
9 H -2.6809 -0.5249 0.0031  0.24
10 H 2.5747 -1.4707 -0.1440  0.36
11 H 1.2408 1.9652 -1.0839  0.39
12 H -0.9334 1.7884 0.4011  0.25

Ranked by calculated energy, most stable first: ii, i.

i:
The following is a quantum chemistry calculation of C3H5N3O in the gas phase, from OMol25.

Its SMILES is OCc1nc[nH]n1. The value obtained for the orbital gap is 0.400 Ha.

Each line ends with the Mulliken charge.
Positions of all 12 atoms, in Å:
1 O -2.2507 1.0547 -0.0700  -0.51
2 C -1.6828 -0.2229 0.0893  -0.28
3 C -0.1807 -0.1842 0.0741  0.47
4 N 0.6129 -1.0786 0.7265  -0.57
5 C 1.8241 -0.6516 0.4423  -0.03
6 N 1.7566 0.4340 -0.3465  0.15
7 N 0.4700 0.7492 -0.5931  -0.63
8 H -1.7545 1.5022 -0.7688  0.34
9 H -2.0395 -0.9199 -0.6860  0.18
10 H -2.0126 -0.6163 1.0542  0.26
11 H 2.7577 -1.0760 0.7885  0.42
12 H 2.4997 1.0094 -0.7105  0.21

ii:
The following is a quantum chemistry calculation of C3H5N3O in the gas phase, from OMol25.

Its SMILES is C=C(N)ON1C=N1. The value obtained for the orbital gap is 0.339 Ha.

Each line ends with the Mulliken charge.
Positions of all 12 atoms, in Å:
1 C 1.2376 -0.5457 0.2358  -0.91
2 C 0.1947 -0.3175 -0.6609  0.55
3 N 0.3118 -0.0346 -2.0113  -0.52
4 O -1.1784 -0.3547 -0.2790  -0.32
5 N -1.6409 0.0106 1.1177  -0.11
6 C -0.7635 0.9040 1.7408  0.18
7 N -1.7449 1.4286 1.1970  -0.35
8 H 2.2324 -0.3756 -0.1492  0.26
9 H 0.9672 -0.8561 1.2895  0.33
10 H 0.9378 -0.7646 -2.4617  0.29
11 H -0.5275 0.0684 -2.4472  0.26
12 H -0.0264 0.8372 2.4286  0.33

Ranked by calculated energy, most stable first: i, ii.

i:
The following is a quantum chemistry calculation of 2 unconnected molecules or ions with the total composition C3H5N3O, from OMol25.

Its SMILES is N#CCO.N=C=N. The value obtained for the orbital gap is 0.407 Ha.

Each line ends with the Mulliken charge.
Positions of all 12 atoms, in Å:
1 N -0.2744 -1.6257 -0.5633  -0.43
2 C 0.1182 -0.5816 -0.8688  0.28
3 C 0.5902 0.7318 -1.3589  -0.19
4 O 1.1575 0.6249 -2.6394  -0.50
5 H -0.2548 1.4335 -1.3188  0.23
6 H 1.3624 1.1099 -0.6856  0.27
7 H 0.5101 0.2140 -3.2270  0.32
8 N -0.4779 -1.5601 2.5000  -0.55
9 C -0.4837 -0.3804 2.1905  0.56
10 N -0.3347 0.8111 1.9138  -0.54
11 H -0.8526 -2.2199 1.8255  0.32
12 H -1.0603 1.4427 2.2321  0.23

ii:
The following is a quantum chemistry calculation of C3H5N3O in the gas phase, from OMol25.

Its SMILES is Nc1cnoc1N. The value obtained for the orbital gap is 0.320 Ha.

Each line ends with the Mulliken charge.
Positions of all 12 atoms, in Å:
1 N -0.8925 1.4729 -0.0813  -0.64
2 C 0.1437 0.4973 -0.2377  0.44
3 C 1.4787 0.5834 -0.6708  -0.39
4 N 2.0158 -0.6138 -0.5642  -0.38
5 O 1.1390 -1.5390 0.0017  -0.14
6 C 0.0562 -0.7955 0.3673  0.20
7 N -1.1198 -1.3717 0.8490  -0.44
8 H -0.5933 2.3026 -0.4363  0.29
9 H -1.7801 1.2998 -0.7329  0.26
10 H 2.2511 1.2892 -1.0565  0.35
11 H -1.6607 -0.8162 1.4073  0.24
12 H -1.0379 -2.3091 1.1543  0.23

Ranked by calculated energy, most stable first: i, ii.

i:
The following is a quantum chemistry calculation of 2 unconnected molecules or ions with the total composition C3H5N3O, from OMol25.

Its SMILES is N#CCO.N=C=N. The value obtained for the orbital gap is 0.407 Ha.

Each line ends with the Mulliken charge.
Positions of all 12 atoms, in Å:
1 N 1.6125 -0.4830 0.4517  -0.43
2 C 1.0029 0.2227 -0.2323  0.28
3 C 0.3024 1.1209 -1.1760  -0.19
4 O 1.2000 1.9947 -1.8113  -0.50
5 H -0.2647 0.4974 -1.8815  0.23
6 H -0.4175 1.7296 -0.6248  0.27
7 H 1.8896 1.4684 -2.2365  0.32
8 N -0.3908 -1.5537 2.5207  -0.55
9 C -1.1024 -1.1805 1.6030  0.56
10 N -1.8436 -0.6710 0.7609  -0.54
11 H 0.5466 -1.8649 2.2861  0.32
12 H -2.5350 -1.2806 0.3400  0.23

ii:
The following is a quantum chemistry calculation of C3H5N3O in the gas phase, from OMol25.

Its SMILES is [H]/N=C/N(C=O)/C=N/[H]. The value obtained for the orbital gap is 0.368 Ha.

Each line ends with the Mulliken charge.
Positions of all 12 atoms, in Å:
1 H -0.4217 2.5747 -1.6554  0.29
2 N -0.3509 1.5020 -1.3830  -0.49
3 C 0.2073 1.0757 -0.3511  0.04
4 N 0.4234 -0.1997 0.1315  0.07
5 C 1.4741 -0.4033 1.0027  0.04
6 O 1.5263 -1.3682 1.6892  -0.49
7 C -0.6843 -1.1599 -0.0049  -0.09
8 N -1.4057 -0.9250 -1.1794  -0.47
9 H -2.4524 -1.5313 -0.8485  0.26
10 H 0.5919 1.8982 0.5305  0.13
11 H 2.0134 0.3774 1.1575  0.42
12 H -0.9212 -1.8407 0.9108  0.28

Ranked by calculated energy, most stable first: i, ii.